This record from OMol25 describes C10H13IrNP as an isolated structure in a non-equilibrium geometry. The level of theory is ωB97M-V/def2-TZVPD.

Element x y z (Å)
C 2.5175 0.1624 -1.5592
C 3.6040 0.7100 -0.7938
C 3.7140 -0.1688 0.3389
C 3.2772 -1.4614 -0.0740
C 2.3403 -1.2295 -1.1325
Ir -1.0895 0.0799 -1.1353
P -0.6899 -0.1113 -3.1605
H 1.8064 0.6872 -2.1916
H 4.0385 1.6917 -0.9694
H 4.2733 0.0465 1.2537
H 1.5419 -1.8724 -1.4934
H 3.5633 -2.4261 0.3315
H -0.6892 -1.3941 -3.7274
H 0.3990 0.5797 -3.6798
H -1.7893 0.5621 -3.8474
C -3.1098 0.4806 2.9634
C -1.7992 0.0258 3.0746
C -1.0276 -0.1153 1.9100
N -1.6000 0.1794 0.7133
C -2.8463 0.6493 0.5844
C -3.6508 0.7943 1.7190
H -3.7004 0.6272 3.8605
H -1.3186 -0.2056 4.0240
H 0.0281 -0.4015 1.8634
H -3.1338 0.9378 -0.4465
H -4.6592 1.1720 1.5740

Its expectation value of S² is 6.0460. Its HOMO-LUMO gap (alpha / beta) is 0.176 / 0.223 Eh. The LUMO energy (alpha / beta) is 0.451 / -2.064 eV. The spin multiplicity is 5.

Charges per atom according to Mulliken partitioning, unit e: number 1, C, carries 0.076; number 2, C, carries -0.869; number 3, C, carries -0.271; number 4, C, carries -0.559; number 5, C, carries -0.237; number 6, Ir, carries 0.303; number 7, P, carries -0.035; number 8, H, carries 0.212; number 9, H, carries 0.383; number 10, H, carries 0.413; number 11, H, carries 0.371; number 12, H, carries 0.410; number 13, H, carries 0.076; number 14, H, carries 0.100; number 15, H, carries 0.064; number 16, C, carries -0.295; number 17, C, carries -0.540; number 18, C, carries -0.208; number 19, N, carries -0.286; number 20, C, carries -0.066; number 21, C, carries -0.748; number 22, H, carries 0.355; number 23, H, carries 0.348; number 24, H, carries 0.384; number 25, H, carries 0.267; number 26, H, carries 0.350

This record from OMol25 describes an isolated ion of composition C10H13N2 and charge +1 in a non-equilibrium geometry. The level of theory is ωB97M-V/def2-TZVPD.

Element x y z (Å)
C -2.0683 -3.2605 -1.2588
C -0.7357 -3.3955 -1.6258
C -2.5625 -2.0083 -0.9338
C 0.1002 -2.2998 -1.6544
C -1.7276 -0.9087 -0.9223
C -0.3717 -1.0411 -1.2522
C 0.8769 0.9712 -0.6839
C 0.6200 1.2909 0.7332
C 0.2634 0.4193 1.6682
C 2.0849 2.9876 1.8358
N 0.5022 0.0047 -1.3966
N 0.8271 2.7195 1.0966
H -2.7159 -4.1242 -1.2487
H -0.3521 -4.3613 -1.9170
H -3.6061 -1.8756 -0.6921
H 1.1323 -2.3927 -1.9516
H 1.5533 1.6675 -1.1816
H 0.1305 -0.6173 1.4129
H -2.1206 0.0752 -0.6986
H 0.1095 0.6906 2.6988
H 2.1333 4.0392 2.1129
H 2.1222 2.3750 2.7331
H 2.9441 2.7411 1.2149
H 0.8218 3.2759 0.2314
H 0.0388 3.0271 1.6797

Its HOMO-LUMO gap is 0.271 Eh. The LUMO energy is -4.067 eV. Its net charge is +1. Its SMILES is C=C(/C=N\c1ccccc1)[NH2+]C. The spin multiplicity is 1.

Charges per atom according to Mulliken partitioning, unit e: number 1, C, carries -0.476; number 2, C, carries -0.506; number 3, C, carries -0.495; number 4, C, carries -0.460; number 5, C, carries 0.000; number 6, C, carries 0.060; number 7, C, carries -0.360; number 8, C, carries 0.600; number 9, C, carries -0.968; number 10, C, carries -0.840; number 11, N, carries -0.396; number 12, N, carries -0.140; number 13, H, carries 0.399; number 14, H, carries 0.377; number 15, H, carries 0.383; number 16, H, carries 0.440; number 17, H, carries 0.387; number 18, H, carries 0.351; number 19, H, carries 0.400; number 20, H, carries 0.332; number 21, H, carries 0.380; number 22, H, carries 0.349; number 23, H, carries 0.334; number 24, H, carries 0.422; number 25, H, carries 0.428

This record from OMol25 describes an isolated ion of composition C10H13N2O and charge +1 in a non-equilibrium geometry. The level of theory is ωB97M-V/def2-TZVPD.

Element x y z (Å)
C 0.5331 -1.5084 1.1632
C 1.6863 -2.2500 0.9356
C 1.4853 -0.6258 -0.5516
C 1.2586 0.2583 -1.6405
C 0.0364 0.7673 -1.4879
C -0.6246 0.4164 -0.1300
C -0.8099 1.9070 0.4897
C -1.9158 2.6084 0.1306
C 2.0656 -3.6599 1.3113
C -2.8681 2.0881 -0.9470
N 0.4493 -0.5405 0.2968
N 2.3817 -1.5385 -0.0319
O -2.5034 3.6747 0.6728
H -0.2262 -1.7747 1.8981
H 2.1339 0.4522 -2.3546
H -0.3041 1.3390 -2.2188
H -1.5437 -0.1284 -0.1979
H 0.0255 2.2008 1.1244
H 2.2303 -4.1520 0.4360
H 3.0780 -3.6609 1.7757
H 1.3651 -4.0453 2.1043
H -3.2002 1.0466 -0.5567
H -2.3022 1.9485 -1.9427
H -3.6600 2.8732 -1.1518
H 3.2712 -1.8789 -0.4794
H -2.0420 4.1828 1.3524

Its HOMO-LUMO gap is 0.311 Eh. The LUMO energy is -3.474 eV. Its net charge is +1. Its SMILES is C/C(O)=C\[C@H]1C=Cc2[nH+]c(C)cn21. The spin multiplicity is 1.

Charges per atom according to Mulliken partitioning, unit e: number 1, C, carries -0.025; number 2, C, carries 0.118; number 3, C, carries 0.293; number 4, C, carries -1.014; number 5, C, carries -0.356; number 6, C, carries 0.072; number 7, C, carries -0.885; number 8, C, carries 0.815; number 9, C, carries -1.237; number 10, C, carries -0.987; number 11, N, carries 0.179; number 12, N, carries -0.094; number 13, O, carries -0.467; number 14, H, carries 0.431; number 15, H, carries 0.315; number 16, H, carries 0.518; number 17, H, carries 0.472; number 18, H, carries 0.383; number 19, H, carries 0.389; number 20, H, carries 0.346; number 21, H, carries 0.310; number 22, H, carries 0.222; number 23, H, carries 0.222; number 24, H, carries 0.334; number 25, H, carries 0.310; number 26, H, carries 0.335

This record from OMol25 describes an isolated ion of composition C10H13N2O and charge +1 in a non-equilibrium geometry. The level of theory is ωB97M-V/def2-TZVPD.

Element x y z (Å)
C -3.4427 2.3000 -0.4350
C -2.8476 1.4820 -1.3602
C -2.9424 2.3914 0.8251
C -1.6188 0.8630 -1.1346
C -1.7158 1.8282 1.1044
C -1.0922 0.9611 0.2064
C 2.5411 -2.4618 -0.3245
C 0.6080 -0.9214 0.3435
C 1.9219 -1.7323 0.6495
C 1.1584 1.5559 0.7646
N 3.4884 -3.3637 -0.0463
N 0.3308 0.6189 0.4212
O 2.1675 -2.2014 -1.5992
H -4.4338 2.6808 -0.5952
H -3.1192 1.4592 -2.4904
H -3.5603 2.9300 1.6062
H -1.3911 0.0226 -1.8642
H -1.2673 2.0200 2.1181
H 0.2182 -0.8375 -0.6814
H -0.2288 -1.2399 0.9265
H 2.1004 -2.0084 1.7812
H 0.9357 2.5654 0.6810
H 2.2586 -2.9877 -2.0738
H 2.2301 1.3992 1.0115
H 3.8088 -3.3099 0.9173
H 3.8921 -4.0137 -0.7517

Its expectation value of S² is 2.0129. Its HOMO-LUMO gap (alpha / beta) is 0.175 / 0.165 Eh. The LUMO energy (alpha / beta) is -3.526 / -7.388 eV. Its net charge is +1. The spin multiplicity is 3.

Charges per atom according to Mulliken partitioning, unit e: number 1, C, carries -0.480; number 2, C, carries -0.451; number 3, C, carries -0.397; number 4, C, carries -0.138; number 5, C, carries -0.318; number 6, C, carries 0.326; number 7, C, carries 1.003; number 8, C, carries -0.418; number 9, C, carries -0.685; number 10, C, carries -0.706; number 11, N, carries -0.346; number 12, N, carries 0.153; number 13, O, carries -0.358; number 14, H, carries 0.367; number 15, H, carries 0.258; number 16, H, carries 0.314; number 17, H, carries 0.176; number 18, H, carries 0.333; number 19, H, carries 0.320; number 20, H, carries 0.379; number 21, H, carries 0.202; number 22, H, carries 0.384; number 23, H, carries 0.326; number 24, H, carries 0.235; number 25, H, carries 0.253; number 26, H, carries 0.265

This record from OMol25 describes an isolated ion of composition C10H13N2O3 and charge -1 in a non-equilibrium geometry. The level of theory is ωB97M-V/def2-TZVPD.

Element x y z (Å)
C 0.4432 1.4902 -0.1788
C 2.2757 -0.0882 -0.1360
C 1.7954 1.2113 -0.1585
C -0.5337 0.5082 -0.0592
C -0.0736 -0.8170 0.0034
C 1.3086 -1.0544 -0.1599
C -1.8990 -1.6431 1.2183
C 2.7397 2.3833 -0.2013
C -2.5344 1.9670 0.2552
C 1.1686 -3.3499 -0.6392
N -1.9152 0.7549 -0.2426
N -2.7128 -0.2730 -0.6346
O -3.9620 -0.0412 -0.5965
O -0.7773 -1.8487 0.4519
O 1.8027 -2.3091 -0.0161
H 0.0522 2.5653 -0.2446
H 3.3915 -0.2414 -0.1001
H -1.8599 -0.8101 1.8418
H -2.1805 -2.5223 1.7147
H 3.3112 2.5158 0.6468
H 3.3376 2.5301 -1.1550
H 2.1276 3.2404 -0.3267
H -2.2551 2.3737 1.1619
H -2.3660 2.7248 -0.4149
H -3.6655 1.8204 0.4769
H 1.1262 -4.1035 0.0269
H 1.6839 -3.8017 -1.4788
H 0.1709 -3.1815 -1.0550

Its HOMO-LUMO gap (alpha / beta) is 0.195 / 0.169 Eh. The LUMO energy (alpha / beta) is 3.378 / 3.383 eV. Its net charge is -1. The spin multiplicity is 1.

Charges per atom according to Mulliken partitioning, unit e: number 1, C, carries -1.031; number 2, C, carries -1.127; number 3, C, carries 1.229; number 4, C, carries 0.289; number 5, C, carries 1.016; number 6, C, carries 0.444; number 7, C, carries -0.863; number 8, C, carries -1.543; number 9, C, carries -1.291; number 10, C, carries -0.832; number 11, N, carries 0.458; number 12, N, carries -0.072; number 13, O, carries -0.739; number 14, O, carries -0.458; number 15, O, carries -0.467; number 16, H, carries 0.027; number 17, H, carries 0.294; number 18, H, carries 0.303; number 19, H, carries 0.241; number 20, H, carries 0.343; number 21, H, carries 0.289; number 22, H, carries 0.378; number 23, H, carries 0.446; number 24, H, carries 0.437; number 25, H, carries 0.288; number 26, H, carries 0.338; number 27, H, carries 0.297; number 28, H, carries 0.305

This record from OMol25 describes a 2-piece molecular cluster, C10H13N3 overall in a non-equilibrium geometry. The level of theory is ωB97M-V/def2-TZVPD.

Element x y z (Å)
C 0.1883 -3.1495 1.4277
C 0.8087 -2.3539 0.4368
C -1.1771 -3.1574 1.1265
C -0.1493 -1.8888 -0.4126
C 0.3144 3.3810 1.3559
C -1.0372 2.9691 0.7712
C 1.1112 2.3161 1.4023
C -0.8230 1.5174 0.3727
C 0.3991 1.1531 0.8529
C 1.0008 0.0248 -3.1766
N -1.3733 -2.3481 0.0370
N 0.9513 -0.9446 -2.1058
N -0.1464 -1.0152 -1.4425
H 0.6036 -3.6542 2.2984
H 1.9000 -1.9704 0.4013
H -2.0496 -3.5481 1.6681
H 0.5798 4.3311 1.7180
H -1.6039 3.5309 0.0456
H 2.1715 2.3343 1.7794
H -1.5889 0.8342 -0.0566
H 0.9562 0.1067 0.7065
H 1.3239 0.9917 -2.6515
H 1.7007 -0.3858 -4.0139
H -0.0211 0.3968 -3.5306
H -2.1302 -2.4609 -0.5102
H -1.9097 2.9897 1.5001

Its HOMO-LUMO gap is 0.308 Eh. The LUMO energy is 0.254 eV. Its SMILES is C/N=N/c1ccc[nH]1.C1=CCC=C1. The spin multiplicity is 1.

Charges per atom according to Mulliken partitioning, unit e: number 1, C, carries -0.772; number 2, C, carries 0.069; number 3, C, carries -0.420; number 4, C, carries 0.067; number 5, C, carries -0.377; number 6, C, carries -0.795; number 7, C, carries -0.720; number 8, C, carries -0.428; number 9, C, carries 0.633; number 10, C, carries -0.669; number 11, N, carries -0.044; number 12, N, carries -0.332; number 13, N, carries -0.083; number 14, H, carries 0.387; number 15, H, carries 0.418; number 16, H, carries 0.386; number 17, H, carries 0.449; number 18, H, carries 0.366; number 19, H, carries 0.334; number 20, H, carries 0.344; number 21, H, carries -0.116; number 22, H, carries 0.255; number 23, H, carries 0.254; number 24, H, carries 0.308; number 25, H, carries 0.225; number 26, H, carries 0.264

This record from OMol25 describes a 3-piece molecular cluster, C10H13N3S overall in a non-equilibrium geometry. The level of theory is ωB97M-V/def2-TZVPD.

Element x y z (Å)
C -2.1375 -0.0120 0.0320
C -2.5537 0.8733 -0.9479
C -1.8140 0.4573 1.2939
C -2.6603 2.2234 -0.6619
C -1.9020 1.8095 1.5744
C -2.3366 2.6902 0.5999
C 1.1894 -2.7194 -0.2591
C 1.2848 -2.4542 -1.5717
C 1.1379 -1.4177 0.4587
C 1.2844 -1.0143 -1.6956
N 2.9006 2.1379 -0.6976
N 2.5220 1.2362 1.6134
N 1.1876 -0.4194 -0.5660
S 1.8333 1.7419 0.3420
H -2.0693 -1.0672 -0.1943
H -2.7996 0.5098 -1.9356
H -1.4995 -0.2263 2.0701
H -2.9949 2.9126 -1.4236
H -1.6299 2.1735 2.5548
H 1.1538 -3.6720 0.2352
H 1.3441 -3.1434 -2.3913
H 0.2365 -1.2805 1.0578
H 1.9796 -1.2612 1.1394
H -2.4108 3.7450 0.8248
H 1.3507 -0.4677 -2.6198
H 2.4924 2.4992 -1.5483
H 3.5345 1.2106 1.5814

Its HOMO-LUMO gap is 0.350 Eh. The LUMO energy is 0.467 eV. The spin multiplicity is 1.

Charges per atom according to Mulliken partitioning, unit e: number 1, C, carries -0.244; number 2, C, carries -0.453; number 3, C, carries -0.391; number 4, C, carries -0.424; number 5, C, carries -0.461; number 6, C, carries -0.379; number 7, C, carries -0.390; number 8, C, carries -0.449; number 9, C, carries -0.260; number 10, C, carries -0.471; number 11, N, carries -0.639; number 12, N, carries -0.607; number 13, N, carries -0.094; number 14, S, carries 0.654; number 15, H, carries 0.416; number 16, H, carries 0.384; number 17, H, carries 0.409; number 18, H, carries 0.389; number 19, H, carries 0.382; number 20, H, carries 0.450; number 21, H, carries 0.433; number 22, H, carries 0.002; number 23, H, carries 0.443; number 24, H, carries 0.373; number 25, H, carries 0.424; number 26, H, carries 0.236; number 27, H, carries 0.268

This record from OMol25 describes a 4-piece molecular cluster, C10H13N5 overall in a non-equilibrium geometry. The level of theory is ωB97M-V/def2-TZVPD.

Element x y z (Å)
C -3.6914 -0.0410 0.3888
C -2.3581 -0.8249 0.5700
C -1.9990 -2.0632 -0.0980
C 0.3006 -1.5499 0.0646
C 2.8593 -1.4940 0.7259
C 1.1578 0.5160 -0.5477
C 1.9912 1.0910 0.6218
C 2.6116 2.3581 0.4376
C 2.5154 2.8450 -0.8257
C 0.9497 1.5472 -1.6781
H -4.0802 -0.6815 -0.9692
H -4.8497 -0.4691 1.4942
H -3.4338 1.6997 0.3931
H -1.4765 -0.0270 0.4325
H -2.3434 -0.5297 1.8100
H -1.7387 -1.7487 -1.2098
H -2.9379 -2.6338 -0.0187
H 1.3946 -2.4299 1.7022
H -0.2337 -0.7687 -1.5612
H 2.2313 0.5888 1.6843
H 3.3581 2.7998 1.0285
H 2.8768 3.8646 -0.9176
H 0.1413 1.2196 -2.5997
N -0.5719 -2.5753 0.3167
N 1.5532 -1.6769 1.0037
N 3.9042 -1.1266 0.4210
N 0.3198 -0.5509 -0.7227
N 1.5495 2.6612 -1.9463

Its HOMO-LUMO gap is 0.297 Eh. The LUMO energy is -0.483 eV. The spin multiplicity is 1.

Charges per atom according to Mulliken partitioning, unit e: number 1, C, carries -0.827; number 2, C, carries 0.193; number 3, C, carries -0.639; number 4, C, carries 0.614; number 5, C, carries 0.428; number 6, C, carries 0.371; number 7, C, carries 0.028; number 8, C, carries -0.563; number 9, C, carries -0.398; number 10, C, carries -0.182; number 11, H, carries 0.178; number 12, H, carries 0.206; number 13, H, carries 0.221; number 14, H, carries -0.073; number 15, H, carries 0.276; number 16, H, carries 0.209; number 17, H, carries 0.405; number 18, H, carries 0.309; number 19, H, carries 0.217; number 20, H, carries 0.276; number 21, H, carries 0.397; number 22, H, carries 0.362; number 23, H, carries 0.174; number 24, N, carries -0.774; number 25, N, carries -0.300; number 26, N, carries -0.481; number 27, N, carries -0.111; number 28, N, carries -0.514